{"formula": "C20H45ErN2OP3S", "method": "the ωB97M-V functional and the def2-TZVPD basis", "e_above_lowest_kj_mol": 38.5, "fmax_ha_per_bohr": 0.0587, "spin_multiplicity": 4, "charge": 3, "s2": 3.753, "homo_lumo_gap_ev": [4.037, 4.125], "e_tot_ev": -92796.1781, "lumo_ev": [-10.783, -10.696], "species": ["Er", "P", "P", "P", "H", "C", "C", "H", "C", "C", "C", "C", "C", "C", "C", "C", "C", "H", "H", "H", "H", "H", "H", "H", "H", "H", "H", "H", "H", "H", "H", "H", "H", "H", "H", "H", "H", "H", "H", "H", "H", "H", "H", "H", "H", "H", "C", "C", "C", "C", "C", "C", "O", "H", "H", "H", "H", "H", "H", "C", "N", "C", "S", "N", "C", "H", "H", "H", "H", "H", "H", "H", "H"], "positions_angstrom": [[-0.13674, -0.09649, 0.51579], [2.02348, 1.07039, 1.77336], [-1.07691, 2.25472, -0.50828], [1.98384, -0.49045, -1.24359], [-1.89808, -2.21576, 0.26257], [-0.83505, -2.40048, 0.04621], [0.06079, -2.54795, 1.09250], [-0.31024, -2.64575, 2.11793], [1.70924, 1.56442, 3.50548], [2.75830, 2.62094, 1.12684], [3.53180, 0.04844, 1.99876], [-2.54144, 1.66316, -1.44729], [-1.89224, 3.49172, 0.56807], [-0.16819, 3.25767, -1.73095], [2.87558, -2.09036, -1.19416], [3.22812, 0.67184, -1.93471], [1.05693, -0.79651, -2.78646], [-0.65934, -2.69004, -0.99766], [1.09392, -2.89055, 0.99583], [1.64933, 0.68091, 4.15503], [0.76839, 2.12334, 3.57332], [2.53485, 2.20445, 3.83965], [1.97780, 3.38783, 1.04299], [3.20617, 2.45376, 0.14020], [3.53645, 2.96611, 1.82239], [3.31375, -0.79147, 2.67109], [4.33013, 0.66584, 2.43556], [3.87047, -0.35537, 1.03608], [-2.75409, 2.40139, -2.23237], [-3.39010, 1.57050, -0.76215], [-2.38376, 0.66338, -1.89824], [-2.43746, 4.23262, -0.03557], [-1.13731, 4.00160, 1.18017], [-2.59469, 2.97640, 1.23810], [-0.77870, 4.11739, -2.03574], [0.07461, 2.65361, -2.61519], [0.77124, 3.62008, -1.29121], [3.23543, -2.30516, -2.20842], [2.18860, -2.88424, -0.87718], [3.71692, -2.03983, -0.49465], [3.55876, 0.28894, -2.91362], [4.09575, 0.76821, -1.26680], [2.76684, 1.66059, -2.08085], [1.71062, -1.21220, -3.56331], [0.61953, 0.14051, -3.14866], [0.24183, -1.50343, -2.60453], [-1.95375, -1.47675, -4.60748], [-3.14151, -1.18280, -5.31123], [-3.61180, -2.10283, -6.26059], [-2.84688, -3.23448, -6.58953], [-1.63899, -3.47490, -5.93016], [-1.16175, -2.58550, -4.94231], [-1.55464, -0.68104, -3.54488], [-1.89428, 0.25068, -3.67616], [-3.69382, -0.26651, -5.09752], [-4.55916, -1.90915, -6.76900], [-3.21617, -3.92956, -7.35998], [-1.03363, -4.34645, -6.20541], [-0.17784, -2.74509, -4.48758], [-1.92856, 0.66348, 6.47325], [-1.46110, 0.94901, 5.10426], [-1.18788, -0.01628, 4.18657], [-1.79616, 0.22059, 2.54738], [-0.49203, -1.11101, 4.53216], [0.37076, -1.23979, 5.71724], [-1.42536, -0.21057, 6.89540], [-3.01264, 0.49248, 6.50232], [-1.69550, 1.54119, 7.08345], [-1.85181, 1.79068, 4.67076], [-0.34098, -1.78163, 3.77199], [-0.10352, -1.86714, 6.48852], [1.28656, -1.75669, 5.39932], [0.62731, -0.25462, 6.14292]], "atomic_forces_ev_per_a": [[0.2, 2.0, 0.5], [1.2, 0.6, 1.2], [-1.1, 1.1, -0.7], [0.9, -0.5, -1.8], [0.3, 0.1, 0.2], [0.7, -2.2, 1.6], [-1.6, -2.0, -1.6], [-0.1, 0.7, -0.4], [-0.2, 0.0, 0.1], [-0.3, 0.0, -0.4], [-0.2, -0.3, -0.2], [0.2, -0.5, -0.1], [0.3, -0.1, 0.4], [0.4, -0.1, 0.0], [0.1, 0.1, 0.4], [0.1, 0.2, 0.4], [-0.3, 0.1, 0.3], [0.5, 0.5, 0.3], [-0.2, 0.3, -0.4], [0.0, 0.2, -0.2], [0.2, -0.1, 0.1], [-0.2, -0.2, 0.0], [0.3, -0.1, 0.0], [-0.1, 0.1, 0.2], [-0.2, -0.1, -0.2], [0.1, 0.2, -0.1], [-0.3, -0.2, -0.1], [0.0, 0.1, 0.3], [-0.2, -0.2, 0.2], [0.0, 0.1, -0.2], [-0.1, 0.5, 0.2], [0.2, -0.3, 0.1], [-0.2, 0.0, -0.1], [0.2, 0.2, -0.2], [0.1, -0.2, 0.1], [-0.1, 0.1, 0.2], [-0.2, 0.0, -0.2], [0.0, 0.0, 0.3], [0.2, 0.1, -0.2], [-0.1, -0.2, -0.2], [-0.1, 0.1, 0.4], [-0.2, 0.0, -0.3], [0.2, -0.3, 0.0], [0.0, 0.1, 0.2], [0.1, -0.3, 0.0], [0.2, 0.2, -0.2], [-0.6, -0.6, -1.2], [0.5, -0.9, 0.2], [0.6, 0.3, 0.0], [-0.3, 0.0, 0.2], [0.2, 0.3, 0.0], [-0.7, 0.0, -0.3], [-0.6, 2.0, 0.1], [0.4, -1.7, -0.2], [0.0, -0.3, 0.0], [0.4, -0.1, 0.1], [0.3, 0.4, 0.5], [-0.3, 0.4, 0.1], [-0.5, 0.0, -0.1], [0.1, 0.2, 0.6], [-0.3, -0.9, -1.5], [0.2, 0.4, 0.9], [0.4, -0.1, 0.6], [-0.2, 0.7, -0.9], [0.2, -0.4, 0.3], [-0.2, 0.4, -0.1], [0.3, 0.0, -0.2], [0.0, -0.3, 0.0], [0.1, -0.5, 0.4], [-0.3, 0.5, 0.9], [0.1, 0.3, -0.3], [-0.2, 0.2, 0.1], [-0.2, -0.4, -0.3]]}

=====

{"formula": "C20H45F14N12O30S14", "method": "the ωB97M-V functional and the def2-TZVPD basis", "fmax_ha_per_bohr": 0.2453, "spin_multiplicity": 2, "charge": -2, "s2": 0.764, "homo_lumo_gap_ev": [5.741, 2.779], "e_tot_ev": -290494.3874, "lumo_ev": [0.893, -2.069], "species": ["C", "C", "N", "C", "C", "N", "C", "C", "H", "H", "H", "H", "H", "H", "H", "H", "H", "H", "H", "C", "C", "O", "N", "H", "H", "C", "H", "H", "H", "H", "H", "H", "C", "C", "O", "N", "H", "H", "C", "H", "H", "H", "H", "H", "H", "C", "C", "C", "N", "C", "C", "C", "C", "C", "H", "H", "H", "H", "H", "H", "H", "H", "H", "H", "H", "H", "H", "H", "H", "H", "H", "H", "N", "S", "O", "O", "F", "S", "O", "O", "F", "N", "S", "O", "O", "F", "S", "O", "O", "F", "N", "S", "O", "O", "F", "S", "O", "O", "F", "N", "S", "O", "O", "F", "S", "O", "O", "F", "N", "S", "O", "O", "F", "S", "O", "O", "F", "N", "S", "O", "O", "F", "S", "O", "O", "F", "N", "S", "O", "O", "F", "S", "O", "O", "F"], "positions_angstrom": [[-14.11477, 21.21644, -11.72016], [-15.16638, 20.83624, -10.72626], [-16.39750, 21.64580, -10.77255], [-16.69694, 22.71444, -9.92854], [-17.83023, 23.31302, -10.54269], [-18.34006, 22.57024, -11.54556], [-17.35693, 21.57530, -11.72664], [-19.55323, 22.80137, -12.34450], [-14.73858, 21.14659, -12.61127], [-13.38561, 20.41436, -11.83455], [-13.55954, 22.14114, -11.56280], [-14.73920, 20.62315, -9.74635], [-15.38587, 19.82164, -11.05869], [-16.03884, 23.02696, -9.13127], [-18.29926, 24.20060, -10.14440], [-17.32276, 20.84860, -12.52485], [-19.53440, 23.68742, -12.97906], [-20.36229, 22.94747, -11.62884], [-19.72258, 21.94564, -12.99807], [-8.44929, 21.37946, -7.89138], [-9.06251, 20.13311, -7.21612], [-8.73646, 18.95738, -7.40747], [-10.22495, 20.37828, -6.25758], [-9.96200, 20.61171, -5.31076], [-10.65713, 21.25784, -6.50194], [-11.36165, 19.31264, -6.37756], [-8.22085, 22.25625, -7.28544], [-9.21189, 21.72656, -8.58857], [-7.56998, 20.99093, -8.40513], [-12.31656, 19.83780, -6.35639], [-11.28318, 18.62852, -5.53262], [-11.30297, 18.79921, -7.33727], [-11.93736, 22.91087, -15.53771], [-12.52547, 21.93794, -16.51452], [-11.97094, 20.91655, -16.84451], [-13.92599, 22.11098, -16.98355], [-14.19674, 23.05448, -16.74564], [-13.96580, 22.12251, -17.99270], [-14.83495, 21.00298, -16.44137], [-12.22096, 23.94419, -15.73753], [-10.85117, 22.81984, -15.54028], [-12.24781, 22.66331, -14.52261], [-15.80442, 21.49268, -16.53319], [-14.55746, 20.71710, -15.42679], [-14.78804, 20.18619, -17.16162], [-11.56457, 19.01154, -14.29850], [-11.18936, 17.78327, -13.42862], [-10.74563, 18.08540, -12.00718], [-9.40829, 17.36232, -11.53665], [-9.70403, 15.81302, -11.48759], [-8.98053, 17.85321, -10.16298], [-7.54384, 17.56657, -10.12035], [-7.04238, 18.00249, -11.48949], [-8.20625, 17.61343, -12.41922], [-10.68501, 19.65339, -14.34862], [-12.46504, 19.50971, -13.93921], [-11.81710, 18.81987, -15.34138], [-10.50626, 17.23359, -14.07617], [-12.05352, 17.12429, -13.34453], [-11.46110, 17.70900, -11.27608], [-10.54644, 19.12758, -11.75761], [-8.79603, 15.33986, -11.11377], [-9.83050, 15.40519, -12.49047], [-10.60456, 15.52980, -10.94266], [-9.72007, 17.39186, -9.50850], [-9.16593, 18.92639, -10.11826], [-7.34470, 16.57916, -9.70385], [-7.17891, 18.27316, -9.37493], [-6.10945, 17.56204, -11.84126], [-6.78942, 19.06262, -11.50496], [-7.91620, 16.67246, -12.88671], [-8.39891, 18.39477, -13.15440], [-14.06110, 14.47196, -9.60838], [-14.41703, 15.48990, -10.62288], [-13.36115, 15.88034, -11.48818], [-15.34500, 16.57363, -10.41984], [-15.24552, 14.54124, -11.65241], [-13.46591, 15.60947, -8.47847], [-14.14698, 15.69219, -7.15473], [-12.64682, 16.75225, -8.89972], [-12.26368, 14.58183, -8.03350], [-7.78046, 22.90635, -12.69992], [-7.44766, 21.96769, -13.82590], [-8.32702, 21.96957, -14.98228], [-6.82318, 20.66538, -13.50206], [-6.16015, 22.79592, -14.34591], [-9.10769, 22.08049, -12.12965], [-8.78205, 20.98241, -11.16604], [-10.33963, 21.96900, -12.92480], [-9.50761, 23.23304, -11.00997], [-4.84972, 19.50539, -8.49096], [-3.63270, 19.79365, -9.63596], [-2.21567, 19.49245, -9.31523], [-3.78354, 20.87589, -10.54131], [-4.02864, 18.57289, -10.55656], [-4.54584, 20.71935, -7.73364], [-5.15938, 21.92252, -8.29394], [-3.21990, 20.95062, -7.11814], [-5.39881, 20.43990, -6.35961], [-11.66129, 10.82595, -11.53776], [-10.32462, 11.68312, -12.06831], [-10.24936, 11.94855, -13.52088], [-9.06824, 11.57675, -11.32734], [-10.80923, 13.07808, -11.53929], [-11.09981, 9.44736, -11.69644], [-10.02506, 8.91689, -10.80532], [-11.20034, 8.76724, -12.97967], [-12.41497, 8.83867, -10.94490], [-6.47348, 17.19550, -17.19126], [-7.95937, 16.84009, -16.58663], [-9.07821, 17.79213, -16.73109], [-7.90660, 15.98643, -15.37982], [-8.37083, 15.68291, -17.60351], [-6.20120, 18.14325, -16.10935], [-5.85414, 17.59148, -14.78585], [-6.85947, 19.42343, -16.15377], [-4.70690, 18.55796, -16.49651], [-4.42846, 15.29560, -9.53596], [-2.86551, 14.69760, -9.28839], [-1.76266, 15.21869, -10.11938], [-2.70288, 13.34826, -8.77579], [-2.62156, 15.50847, -7.92550], [-4.49530, 14.85692, -10.96932], [-4.24712, 13.45010, -11.34628], [-4.12595, 15.84090, -11.96520], [-6.13864, 14.96918, -11.13138], [-16.64312, 19.15605, -13.74595], [-17.55507, 18.90970, -14.89068], [-18.70200, 18.04167, -14.67088], [-16.97808, 19.11493, -16.23527], [-18.30307, 20.28574, -14.74858], [-15.46489, 17.89233, -14.10604], [-14.64370, 18.04881, -15.28997], [-15.90136, 16.58335, -13.70636], [-14.45520, 18.27176, -12.95473]], "atomic_forces_ev_per_a": [[-0.2, 0.2, -0.7], [0.6, -2.1, 0.1], [-1.3, 0.9, -0.1], [-1.8, 0.6, -3.0], [1.2, 0.5, 3.5], [3.8, -2.0, -0.6], [-0.7, 0.5, 0.6], [-0.1, -0.1, 0.2], [0.7, 0.7, -0.9], [-0.1, -0.1, 0.3], [-0.4, 0.2, -0.2], [-0.7, 0.9, 0.5], [-0.8, -0.1, 0.1], [-0.3, 0.0, -0.1], [-0.3, -0.1, -0.2], [-0.2, -0.2, -0.1], [0.6, 0.1, 0.2], [-0.1, -0.3, -0.2], [0.0, -0.1, 0.3], [-0.8, -1.4, 0.4], [3.0, -2.9, -1.2], [-1.7, 4.4, 1.1], [-1.9, -0.3, -0.9], [0.7, -0.8, 0.6], [-0.1, 0.5, -0.7], [0.3, 0.4, 0.5], [0.2, -0.4, 0.5], [0.1, -0.1, -0.5], [0.0, 0.4, -0.2], [0.2, 0.1, 0.2], [0.1, 0.0, -0.3], [0.4, 0.0, 0.2], [-0.3, 0.4, -0.3], [3.0, -2.8, 0.3], [-1.3, 1.9, 0.0], [0.2, 0.4, 0.3], [-0.6, 0.2, 0.6], [0.2, -0.5, -0.5], [-0.7, 0.8, -1.0], [-0.1, 0.1, -0.1], [0.0, -0.2, -0.1], [-0.1, -0.2, 0.1], [-0.2, -0.6, 0.5], [0.0, 0.1, -0.3], [0.2, -0.1, 0.5], [0.3, 0.0, 0.3], [-1.0, -0.1, -1.2], [1.7, -0.7, 0.9], [-1.8, -0.9, -0.9], [0.8, 0.8, -0.5], [-2.5, -0.2, -1.1], [1.2, 0.8, 1.9], [0.1, -0.3, -0.3], [0.9, 0.0, -0.2], [-0.2, 0.5, 0.2], [0.1, 0.4, 0.5], [0.2, -0.8, 0.1], [0.6, -0.1, 0.6], [-0.1, 0.0, 0.0], [-0.2, 0.0, -0.1], [0.0, 0.2, -0.5], [-0.2, 0.0, 0.3], [0.0, 0.5, -0.2], [0.1, 0.6, 0.3], [0.5, -0.3, 0.6], [0.1, 0.1, -0.4], [0.2, -0.2, -0.6], [0.5, -0.2, 0.2], [-0.2, -0.4, 0.2], [-0.6, 0.1, 0.1], [-0.4, 0.2, -0.4], [-0.2, -0.2, -0.1], [1.0, 0.7, 5.6], [-3.2, 2.4, -9.5], [1.6, 0.3, -0.2], [-0.3, -0.2, 1.8], [0.1, 0.0, 1.3], [3.2, -2.7, 5.2], [0.4, 0.4, -3.7], [-1.9, -1.0, 0.1], [-0.7, 0.7, -0.4], [-4.1, 0.2, 3.4], [5.8, -5.1, -6.9], [0.1, 0.4, 1.4], [-2.0, 2.8, 0.2], [-0.7, 0.0, 0.3], [-1.1, 0.1, 4.6], [-0.8, 2.1, -2.8], [2.3, 0.2, 1.1], [0.0, -0.4, -1.0], [1.8, -3.5, -3.8], [4.2, -3.2, -3.3], [-3.5, 0.2, 0.5], [-1.0, 0.8, 0.7], [-0.4, -0.5, 0.4], [1.1, 8.4, 7.0], [0.1, -1.1, 1.0], [-2.2, -0.8, -1.6], [-0.5, -0.3, -0.7], [2.8, 4.6, -1.1], [1.6, 3.7, -1.6], [-0.3, -1.5, 2.8], [-1.9, -0.8, -1.1], [-0.9, 0.6, 0.4], [0.0, -9.6, 2.1], [-1.9, 2.0, -2.0], [0.6, 1.4, 0.7], [0.0, -0.5, 0.0], [-3.9, -3.6, -2.9], [-4.7, -4.6, 0.5], [2.6, -1.4, 0.2], [-0.2, 2.4, -1.7], [0.4, 0.6, -0.9], [7.1, 6.9, 7.8], [-1.5, 0.6, -1.7], [-0.3, -1.0, -0.1], [0.3, 0.0, -1.1], [2.5, -0.5, 1.8], [7.1, 0.2, 4.8], [-3.6, -1.0, 0.6], [-1.7, 1.6, -1.6], [-0.8, 0.0, -1.0], [-6.9, -2.6, -7.3], [0.3, 3.1, 1.2], [1.1, -0.3, 0.8], [2.2, -0.4, 0.6], [5.4, -2.4, 1.9], [-5.5, 0.5, -5.3], [2.0, 0.1, -0.7], [-0.9, -1.3, 1.9], [-1.1, 2.4, 0.4], [2.3, -1.6, 1.7], [-1.5, 0.5, 1.2], [-0.4, 1.7, -1.0], [-0.4, 0.7, 0.1]]}